No. 1
{"formula": "C34H76O11", "method": "ωB97M-V/def2-TZVPD", "elements": ["C", "C", "C", "O", "C", "H", "H", "H", "H", "H", "H", "H", "H", "C", "C", "C", "O", "C", "H", "H", "H", "H", "H", "H", "H", "H", "C", "C", "C", "O", "C", "H", "H", "H", "H", "H", "H", "H", "H", "C", "C", "C", "O", "C", "H", "H", "H", "H", "H", "H", "H", "H", "C", "C", "C", "O", "C", "H", "H", "H", "H", "H", "H", "H", "H", "C", "C", "C", "O", "C", "H", "H", "H", "H", "H", "H", "H", "H", "C", "C", "C", "O", "C", "H", "H", "H", "H", "H", "H", "H", "H", "C", "C", "C", "O", "H", "H", "H", "H", "H", "H", "H", "H", "C", "C", "C", "O", "H", "H", "H", "H", "H", "H", "H", "H", "O", "H", "H", "O", "H", "H"], "coordinates": [[8.381, -2.937, -4.817], [7.347, -2.187, -5.501], [6.154, -3.139, -5.692], [6.634, -4.367, -5.178], [7.970, -4.330, -5.064], [8.306, -2.759, -3.744], [9.405, -2.661, -5.068], [7.660, -1.875, -6.497], [7.040, -1.381, -4.835], [5.902, -3.161, -6.752], [5.235, -2.981, -5.127], [8.526, -4.791, -5.880], [8.280, -4.875, -4.172], [-3.141, 5.416, -4.981], [-3.849, 6.630, -5.606], [-5.200, 6.414, -4.904], [-5.077, 5.344, -3.952], [-4.149, 4.450, -4.576], [-2.680, 5.838, -4.087], [-2.275, 4.979, -5.478], [-3.896, 6.633, -6.695], [-3.360, 7.595, -5.467], [-5.870, 5.936, -5.618], [-5.743, 7.312, -4.610], [-4.458, 3.874, -5.449], [-3.860, 3.788, -3.760], [7.543, 2.033, 1.305], [6.258, 2.270, 1.933], [6.047, 3.714, 1.630], [6.623, 3.985, 0.381], [7.751, 3.138, 0.173], [7.620, 0.996, 0.978], [8.305, 1.970, 2.081], [6.103, 1.936, 2.958], [5.404, 1.791, 1.453], [6.467, 4.285, 2.458], [5.019, 4.079, 1.626], [8.736, 3.604, 0.193], [7.573, 2.713, -0.815], [0.414, -6.612, -7.039], [0.375, -6.108, -8.501], [-0.707, -5.083, -8.492], [-0.566, -4.485, -7.256], [-0.311, -5.450, -6.306], [1.457, -6.621, -6.722], [-0.003, -7.580, -6.762], [0.014, -6.972, -9.059], [1.296, -5.743, -8.956], [-1.696, -5.538, -8.557], [-0.603, -4.327, -9.271], [-1.264, -5.800, -5.908], [0.162, -5.132, -5.377], [-0.116, -1.517, 1.233], [-0.190, -1.597, -0.303], [-0.054, -0.116, -0.732], [-0.837, 0.508, 0.287], [-1.095, -0.425, 1.376], [0.831, -1.124, 1.604], [-0.470, -2.411, 1.747], [-1.076, -2.121, -0.665], [0.687, -2.154, -0.632], [-0.642, 0.116, -1.620], [0.958, 0.269, -0.858], [-2.134, -0.715, 1.217], [-1.108, 0.014, 2.373], [-8.804, 0.610, 1.863], [-8.652, 1.467, 0.682], [-7.779, 0.678, -0.196], [-8.285, -0.623, 0.015], [-8.753, -0.794, 1.295], [-9.653, 0.728, 2.537], [-7.946, 0.854, 2.490], [-8.198, 2.415, 0.970], [-9.673, 1.622, 0.333], [-6.729, 0.610, 0.089], [-7.881, 0.905, -1.257], [-7.988, -1.321, 1.866], [-9.642, -1.392, 1.495], [-2.816, 8.828, 2.647], [-3.375, 7.441, 3.032], [-2.378, 6.521, 2.415], [-1.148, 7.253, 2.198], [-1.286, 8.623, 2.717], [-3.181, 9.494, 3.428], [-3.190, 9.221, 1.701], [-4.378, 7.282, 2.635], [-3.560, 7.356, 4.103], [-2.804, 6.058, 1.525], [-2.158, 5.764, 3.168], [-0.747, 9.470, 2.294], [-0.922, 8.638, 3.744], [-4.147, -0.068, 7.853], [-5.140, 0.697, 8.783], [-6.306, -0.259, 9.204], [-4.427, 1.134, 9.892], [-3.431, 0.629, 7.419], [-4.636, -0.611, 7.044], [-3.580, -0.848, 8.362], [-5.608, 1.507, 8.224], [-6.018, -1.173, 9.723], [-6.993, -0.520, 8.400], [-6.922, 0.372, 9.844], [-4.036, 0.340, 10.262], [6.608, -5.119, 7.074], [6.127, -5.871, 5.858], [5.501, -7.277, 6.154], [5.176, -5.159, 5.140], [7.401, -4.416, 6.819], [6.995, -5.673, 7.929], [5.732, -4.598, 7.461], [6.955, -5.993, 5.160], [6.147, -7.771, 6.879], [5.260, -7.946, 5.328], [4.558, -7.193, 6.695], [4.538, -4.702, 5.691], [3.433, -7.188, 0.723], [3.275, -6.475, 1.342], [4.368, -7.375, 0.807], [-1.354, 0.685, -7.168], [-1.351, -0.226, -6.875], [-2.246, 0.833, -7.482]], "forces_ev_per_angstrom": [[1.5, 0.2, 1.5], [-2.1, 2.1, -0.8], [0.2, -0.1, 0.3], [-2.3, -0.8, -0.5], [3.2, -1.9, 1.0], [0.0, 0.1, 0.1], [-0.1, -0.2, -0.3], [0.0, 0.5, 0.2], [0.0, 0.6, -0.7], [-0.1, -0.5, -0.1], [0.1, 0.7, 0.0], [-0.2, 0.0, -0.6], [-0.2, -0.6, 0.0], [3.5, 1.4, -0.2], [0.0, -0.5, -0.1], [-1.3, -0.6, -1.5], [-0.6, 0.5, -0.1], [-0.5, 0.1, 1.5], [0.0, -0.2, 0.4], [-0.2, 0.1, -0.7], [-0.5, -0.6, -0.1], [0.1, -0.1, 0.9], [-0.2, 0.4, -0.7], [0.4, -0.2, 0.9], [-1.0, 0.0, 0.0], [0.3, -0.2, -0.3], [2.7, -1.5, -0.8], [-3.2, -0.1, -0.2], [-0.6, 1.6, 1.5], [0.5, 0.5, -0.1], [-1.3, -1.8, 0.9], [-0.1, 0.0, -0.8], [0.4, 0.9, 0.0], [0.6, 0.5, 0.2], [0.2, -0.6, -0.6], [0.7, 0.5, -0.1], [-0.2, -0.4, -0.4], [-0.2, 0.4, 0.3], [0.4, -0.2, 0.0], [1.3, 1.5, 0.7], [-0.8, -2.4, -0.6], [-0.1, 0.1, -0.5], [0.3, 2.6, 1.0], [-0.7, -1.9, 0.9], [0.0, -0.2, 0.1], [-0.2, 0.0, -0.7], [0.3, 0.1, -0.6], [0.1, -0.1, 0.5], [-0.3, -0.2, -0.2], [-0.1, 0.0, 0.1], [-0.5, -0.4, -0.1], [0.6, 0.8, -0.5], [-0.9, 0.1, -0.9], [2.7, -0.6, -0.4], [-2.3, -1.1, 0.4], [0.5, 0.9, 1.5], [-1.4, 1.4, 0.0], [0.3, -0.5, -0.1], [0.4, -0.1, 0.0], [-0.1, 0.4, 0.1], [-0.1, -0.2, -0.4], [0.5, -0.3, -0.5], [0.1, -0.1, 0.5], [-0.1, -0.6, 0.0], [0.4, 0.7, -0.2], [0.2, -0.5, 2.4], [-1.0, 2.5, 0.5], [-0.2, -1.2, -0.7], [-0.7, -1.9, -2.4], [1.4, 0.0, 2.2], [-0.3, 0.5, -0.4], [0.2, -0.6, 0.3], [-0.2, 0.2, -0.2], [0.3, 0.3, -1.0], [0.2, 0.8, 0.1], [0.2, 0.0, 0.0], [0.2, -0.4, 0.2], [-0.4, 0.2, -1.1], [-0.2, 0.2, 1.5], [-1.1, 1.3, -0.6], [0.8, -0.4, 1.2], [0.1, 1.1, -0.5], [-1.8, -1.0, 0.4], [0.2, 0.5, -0.1], [0.3, -0.3, -0.2], [0.0, 0.1, -0.4], [0.8, -0.1, 0.1], [0.6, 0.1, -0.3], [0.2, -0.5, -0.4], [0.3, -0.8, -1.2], [-0.3, -0.3, 0.4], [-0.4, 0.4, -0.3], [-0.2, -3.1, -1.4], [-0.2, 1.4, 0.0], [0.0, 0.8, 0.6], [0.0, 0.0, 0.0], [-0.3, 0.3, -0.1], [0.0, 0.1, 0.5], [0.4, 0.4, 0.3], [0.3, 0.1, 0.0], [0.4, -0.1, -0.4], [-0.1, -0.3, 0.5], [0.2, 0.0, 0.3], [-0.1, 0.4, 0.6], [-0.4, -2.3, -0.1], [0.6, 0.4, 1.2], [-0.6, 1.3, -1.3], [-0.3, 0.3, -0.1], [0.0, -0.6, -0.3], [0.1, 0.4, 0.2], [0.1, -0.2, 0.0], [0.2, -0.4, -0.2], [0.5, 0.4, -0.3], [-0.2, 0.5, 0.1], [0.1, -0.1, 0.3], [-0.2, -0.1, -0.2], [-0.1, 0.2, 0.2], [0.2, -0.1, 0.0], [0.2, 0.2, 0.0], [0.1, -0.3, 0.1], [-0.2, 0.1, -0.1]], "e_tot_ev": -59004.571, "smiles": "C1CCOC1.C1CCOC1.C1CCOC1.C1CCOC1.C1CCOC1.C1CCOC1.C1CCOC1.CC(C)O.CC(C)O.O.O", "homo_ev": -9.35, "homo_lumo_gap_ev": 9.732}

***

No. 2
{"formula": "C20H29N3O6S", "method": "ωB97M-V/def2-TZVPD", "elements": ["C", "C", "O", "C", "O", "N", "C", "C", "N", "C", "O", "C", "C", "C", "N", "S", "O", "O", "C", "C", "C", "C", "O", "C", "C", "C", "C", "C", "C", "C", "H", "H", "H", "H", "H", "H", "H", "H", "H", "H", "H", "H", "H", "H", "H", "H", "H", "H", "H", "H", "H", "H", "H", "H", "H", "H", "H", "H", "H"], "coordinates": [[-6.778, -0.487, 0.034], [-5.617, -0.703, 0.994], [-4.540, 0.197, 0.730], [-3.718, -0.147, -0.278], [-3.799, -1.172, -0.919], [-2.781, 0.805, -0.500], [-1.699, 0.532, -1.417], [-0.367, 0.656, -0.686], [-0.214, 2.008, -0.186], [0.940, 2.535, 0.294], [0.981, 3.669, 0.732], [2.180, 1.650, 0.228], [2.823, 1.770, -1.166], [4.311, 1.365, -1.116], [4.625, 0.542, 0.017], [4.568, -1.108, -0.125], [5.327, -1.637, 0.969], [4.956, -1.416, -1.471], [2.877, -1.677, 0.102], [2.412, -1.935, 1.382], [1.145, -2.445, 1.559], [0.329, -2.725, 0.454], [-0.879, -3.251, 0.746], [-1.736, -3.669, -0.299], [0.810, -2.465, -0.830], [2.084, -1.944, -0.996], [4.391, 1.144, 1.309], [3.192, 2.101, 1.283], [-1.435, 2.789, -0.085], [-2.591, 1.926, 0.404], [-7.600, -1.144, 0.304], [-6.464, -0.714, -0.981], [-7.117, 0.545, 0.079], [-5.248, -1.731, 0.914], [-5.910, -0.491, 2.024], [-1.836, -0.482, -1.797], [-1.734, 1.226, -2.263], [0.440, 0.404, -1.375], [-0.349, -0.065, 0.144], [1.908, 0.610, 0.427], [2.744, 2.804, -1.507], [2.293, 1.140, -1.882], [4.594, 0.794, -2.000], [4.943, 2.257, -1.062], [3.063, -1.762, 2.223], [0.761, -2.663, 2.543], [-2.529, -4.233, 0.189], [-2.181, -2.818, -0.821], [-1.216, -4.318, -1.008], [0.205, -2.673, -1.698], [2.486, -1.764, -1.981], [4.237, 0.327, 2.014], [5.295, 1.683, 1.618], [3.513, 3.115, 1.041], [2.719, 2.134, 2.264], [-1.681, 3.233, -1.056], [-1.240, 3.600, 0.620], [-2.383, 1.559, 1.416], [-3.510, 2.518, 0.444]], "forces_ev_per_angstrom": [[0.4, 0.1, 0.1], [-0.4, -0.4, 0.0], [0.2, 0.2, -0.1], [0.1, 0.3, -0.1], [-0.3, -0.5, -0.1], [-0.1, 0.1, 0.1], [0.2, -0.2, -0.1], [0.0, -0.3, -0.1], [-0.4, 0.1, -0.1], [0.2, -0.4, -0.1], [0.2, 0.4, 0.2], [0.0, 0.4, 0.2], [0.1, -0.1, 0.1], [-0.2, 0.1, -0.6], [0.0, -1.1, -0.1], [0.1, 0.2, 0.0], [-0.2, 0.1, 0.2], [-0.3, 0.1, -0.1], [0.8, 0.1, -0.2], [-0.1, 0.0, 0.1], [-0.1, 0.0, -0.1], [0.2, 0.1, 0.0], [0.3, 0.1, 0.3], [-0.2, 0.0, -0.3], [-0.3, -0.1, 0.1], [0.1, 0.1, 0.0], [0.0, 0.1, 0.5], [-0.1, -0.2, -0.1], [-0.1, 0.2, 0.1], [-0.1, 0.3, 0.3], [-0.1, -0.1, 0.0], [0.0, 0.0, -0.1], [-0.1, 0.1, 0.0], [0.0, 0.2, 0.1], [0.1, -0.1, -0.1], [0.1, 0.2, 0.0], [0.0, -0.1, 0.0], [0.0, 0.0, 0.1], [0.0, 0.0, -0.2], [0.0, 0.1, -0.1], [0.0, 0.0, 0.0], [0.0, 0.0, -0.1], [0.0, 0.3, -0.1], [0.0, -0.1, 0.0], [0.0, 0.0, 0.2], [0.0, 0.0, 0.1], [0.0, 0.0, -0.1], [0.1, -0.1, 0.0], [0.0, 0.0, 0.0], [-0.1, 0.0, -0.1], [0.0, 0.0, -0.2], [0.0, 0.2, 0.2], [-0.1, -0.1, 0.1], [0.0, 0.0, 0.1], [0.1, 0.1, 0.0], [0.0, 0.1, 0.1], [-0.1, -0.1, -0.2], [0.0, 0.1, 0.0], [0.1, 0.0, 0.1]], "e_tot_ev": -48801.789, "smiles": "CCOC(=O)N1CCN(C(=O)C2CCN(S(=O)(=O)c3ccc(OC)cc3)CC2)CC1", "homo_ev": -8.89, "relative_energy_kj_mol": 195.1, "homo_lumo_gap_ev": 9.374}

***

- What is the formula in the first record?
  C34H76O11